[1]
Here is 2 unconnected molecules or ions with the total composition C3H5OP in a non-equilibrium geometry from the Open Molecules 2025 dataset. Energies are from ωB97M-V with the def2-TZVPD basis set.

```
! wB97M-V def2-TZVPD RIJCOSX def2/J DEFGRID3
* xyz 0 1
P -2.610 0.324 0.244
O -3.037 -0.848 -0.503
C 0.622 1.426 -0.289
C 0.031 0.367 0.193
C 0.687 -0.952 0.331
H 1.809 -0.990 0.053
H 0.109 -1.530 -0.395
H 1.669 1.570 -0.298
H 0.047 2.232 -0.699
H 0.673 -1.600 1.364
*
```

## Properties
E_HOMO (alpha / beta) = -0.302 / -0.302 Eh
gap between HOMO and LUMO (alpha / beta) = 6.99 / 6.99 eV
LUMO (alpha / beta) = -1.2 / -1.2 eV
total energy = -14524.7580 eV

=====

[2]
Here is a single C3H5P molecule in a non-equilibrium geometry from the Open Molecules 2025 dataset. Energies are from ωB97M-V with the def2-TZVPD basis set.

```
! wB97M-V def2-TZVPD RIJCOSX def2/J DEFGRID3
* xyz 0 1
P 1.452 0.297 -0.209
C -1.523 -0.274 0.078
C 1.755 -0.653 1.219
C -0.275 0.475 -0.007
H -2.041 -0.658 -0.874
H -1.409 -1.161 0.768
H 2.503 -0.109 -1.349
H 1.720 1.628 -0.202
H -2.183 0.455 0.577
*
```

## Properties
E_HOMO (alpha / beta) = -0.304 / -0.300 Eh
gap between HOMO and LUMO (alpha / beta) = 6.86 / 6.82 eV
LUMO (alpha / beta) = -1.4 / -1.4 eV
total energy = -12470.5381 eV

=====

[3]
Here is a single C3H5P molecule in a non-equilibrium geometry from the Open Molecules 2025 dataset. Energies are from ωB97M-V with the def2-TZVPD basis set.

```
! wB97M-V def2-TZVPD RIJCOSX def2/J DEFGRID3
* xyz 0 1
P 1.007 0.583 0.096
C -1.847 0.252 -0.048
C -0.438 -0.003 -0.322
C 2.325 -0.478 -0.116
H -2.138 0.025 0.980
H -2.077 1.303 -0.240
H -2.457 -0.344 -0.728
H 3.301 -0.012 -0.183
H 2.325 -1.326 0.561
*
```

## Properties
E_HOMO (alpha / beta) = -0.293 / -0.300 Eh
gap between HOMO and LUMO (alpha / beta) = 6.93 / 7.59 eV
structure (SMILES) = C=P#CC
LUMO (alpha / beta) = -1.0 / -0.6 eV
total energy = -12475.8784 eV

=====

[4]
Here is a single C3H5P molecule in a non-equilibrium geometry from the Open Molecules 2025 dataset. Energies are from ωB97M-V with the def2-TZVPD basis set.

```
! wB97M-V def2-TZVPD RIJCOSX def2/J DEFGRID3
* xyz 0 1
P -0.580 0.999 1.920
C -0.089 -0.712 -1.569
C 0.455 0.309 0.748
C -0.424 -0.555 -0.324
H 0.397 1.691 2.674
H 0.904 -0.420 -1.725
H -1.468 -0.735 0.222
H -0.637 -1.049 -2.500
H 1.441 0.473 0.553
*
```

## Properties
E_HOMO = -0.332 Eh
gap between HOMO and LUMO = 8.97 eV
structure (SMILES) = [H]/P=C/C=C
LUMO = -0.1 eV
total energy = -12477.8483 eV

=====

[5]
Here is a molecular structure, C3H6As2F12O3Rb in a non-equilibrium geometry from the Open Molecules 2025 dataset. Energies are from ωB97M-V with the def2-TZVPD basis set.

```
! wB97M-V def2-TZVPD RIJCOSX def2/J DEFGRID3
* xyz -1 1
Rb -1.987 0.276 -0.131
As -1.108 -2.376 2.271
As -0.933 4.132 0.918
F 0.809 4.158 1.229
F -0.492 -0.763 1.776
F 0.494 -2.693 2.863
F -0.699 -2.893 0.632
F -2.654 4.009 0.530
F -1.641 -3.990 2.630
F -1.591 -1.838 3.853
F -1.309 5.183 2.273
F -0.765 5.475 -0.185
F -0.704 2.931 -0.335
F -1.154 2.833 2.078
F -2.664 -1.777 1.638
O 2.262 -0.154 -1.717
O 0.139 -0.831 -1.688
O 1.875 -2.207 -2.126
C 1.093 -3.395 -2.150
C 1.311 -1.059 -1.847
C 1.866 1.195 -1.556
H 1.247 1.435 -0.692
H 1.458 -4.121 -1.429
H 1.333 1.529 -2.449
H 2.738 1.838 -1.458
H 0.100 -3.144 -1.761
H 0.976 -3.751 -3.169
*
```

## Properties
E_HOMO = -0.340 Eh
gap between HOMO and LUMO = 11.13 eV
LUMO = 1.9 eV
total energy = -164305.3327 eV

=====

[6]
Here is 2 unconnected molecules or ions with the total composition C3H6BBrO2 in a non-equilibrium geometry from the Open Molecules 2025 dataset. Energies are from ωB97M-V with the def2-TZVPD basis set.

```
! wB97M-V def2-TZVPD RIJCOSX def2/J DEFGRID3
* xyz 0 3
Br 0.618 -2.144 -1.997
O 1.456 -0.540 1.503
O -0.638 -1.469 1.903
C 0.041 1.029 -0.727
C -0.540 0.011 -0.026
C -0.568 1.755 -1.774
B 0.202 -0.730 1.086
H -0.294 -1.871 2.686
H 1.170 1.014 -0.576
H -1.591 -0.150 0.052
H -1.603 1.697 -1.961
H 1.683 -0.888 2.313
H 0.065 2.288 -2.482
*
```

## Properties
E_HOMO (alpha / beta) = -0.297 / -0.389 Eh
gap between HOMO and LUMO (alpha / beta) = 8.45 / 7.30 eV
expectation value of S² = 2.031
LUMO (alpha / beta) = 0.4 / -3.3 eV
total energy = -78021.6564 eV

=====

[7]
Here is 2 unconnected molecules or ions with the total composition C3H6BClO2 in a non-equilibrium geometry from the Open Molecules 2025 dataset. Energies are from ωB97M-V with the def2-TZVPD basis set.

```
! wB97M-V def2-TZVPD RIJCOSX def2/J DEFGRID3
* xyz 0 1
Cl 0.859 0.135 2.893
O -0.639 -2.602 1.939
O -1.996 -1.598 0.056
C -0.079 0.356 1.395
C -0.124 0.799 -0.989
C 0.547 0.407 0.250
B -1.238 -2.046 1.051
H -2.703 -1.035 0.290
H 0.532 1.589 -1.306
H -0.150 -0.028 -1.843
H -0.987 0.838 1.539
H -1.261 1.016 -0.917
H 1.618 0.168 0.233
*
```

## Properties
E_HOMO = -0.352 Eh
gap between HOMO and LUMO = 9.68 eV
structure (SMILES) = C/C=C/Cl.O=BO
LUMO = 0.1 eV
total energy = -20502.8391 eV

=====

[8]
Here is 2 unconnected molecules or ions with the total composition C3H6BNO2 in a non-equilibrium geometry from the Open Molecules 2025 dataset. Energies are from ωB97M-V with the def2-TZVPD basis set.

```
! wB97M-V def2-TZVPD RIJCOSX def2/J DEFGRID3
* xyz 0 1
O 2.536 -0.082 -0.749
O -0.517 2.496 0.629
N 0.838 0.797 0.622
C -0.399 1.281 0.622
C -1.484 0.301 0.689
C -1.655 -0.753 -0.071
B 1.777 0.947 -0.437
H 1.126 -0.995 0.744
H 1.821 2.013 -0.994
H 3.271 -0.074 -1.456
H -2.563 -1.426 -0.232
H -2.332 0.604 1.454
H -0.846 -0.947 -0.779
*
```

## Properties
E_HOMO (alpha / beta) = -0.361 / -0.361 Eh
gap between HOMO and LUMO (alpha / beta) = 8.72 / 8.72 eV
LUMO (alpha / beta) = -1.1 / -1.1 eV
total energy = -9466.8979 eV

=====

[9]
Here is 2 unconnected molecules or ions with the total composition C3H6Br2N3 in a non-equilibrium geometry from the Open Molecules 2025 dataset. Energies are from ωB97M-V with the def2-TZVPD basis set.

```
! wB97M-V def2-TZVPD RIJCOSX def2/J DEFGRID3
* xyz 1 1
Br -3.119 -1.079 0.449
Br -1.641 2.227 0.122
N 0.499 0.319 -0.415
N -1.434 -0.794 -0.126
N 0.525 -1.008 -1.156
C -0.681 -1.471 -1.005
C -0.785 0.382 0.296
C 1.663 0.595 0.441
H -0.341 0.145 2.069
H 2.404 -0.034 0.051
H -1.051 -2.350 -1.531
H 1.945 1.691 0.439
H 0.542 0.972 -1.106
H 1.473 0.407 1.472
*
```

## Properties
E_HOMO = -0.506 Eh
gap between HOMO and LUMO = 8.78 eV
LUMO = -5.0 eV
total energy = -147750.8766 eV

=====

[10]
Here is a single C3H6Br3P molecule in a non-equilibrium geometry from the Open Molecules 2025 dataset. Energies are from ωB97M-V with the def2-TZVPD basis set.

```
! wB97M-V def2-TZVPD RIJCOSX def2/J DEFGRID3
* xyz 0 1
Br -0.701 1.300 -4.089
Br -1.579 -1.475 1.154
Br -0.512 3.174 -1.175
P 0.172 1.297 -2.126
C 0.801 -0.307 0.807
C -0.840 0.028 -1.237
C -0.647 0.133 0.432
H 1.018 -0.058 1.949
H 1.483 0.444 0.257
H -0.989 0.914 0.923
H 1.119 -1.279 0.560
H -0.433 -0.888 -1.684
H -1.976 0.058 -1.562
*
```

## Properties
E_HOMO = -0.340 Eh
gap between HOMO and LUMO = 9.52 eV
structure (SMILES) = C[C@H](Br)CP(Br)Br
LUMO = 0.3 eV
total energy = -222624.7586 eV

=====

Result set for energy relative to the best compared isomer or geometry (same formula, charge and spin): 2.2695 8.1000 2.7597 0.7897 0.2548 0.0000 1.4957 5.0124 4.0922 0.2593 eV, one per record in the order listed.
Result set for molecular weight: 88.05 72.05 72.05 72.05 553.37 164.80 120.34 98.90 243.91 312.77 Da, one per record in the order listed.